[1]
DFT (ωB97M-V with the def2-TZVPD basis set) results for a structure of composition C32H37HfN2O6P2S5Te.

Each line ends with the Löwdin charge.
Geometry (Å):
Hf  1.759  0.481  0.675  1.123
S  3.899  -0.798  -0.414  -0.023
S  5.426  0.525  -0.748  -0.115
S  4.378  2.013  -1.691  -0.086
S  3.065  2.518  -0.181  0.002
O  0.971  2.471  1.492  -0.591
S  0.245  2.016  2.715  0.459
O  0.577  2.707  3.921  -0.268
O  0.475  0.563  2.707  -0.474
C  -1.480  2.360  2.414  -0.248
C  -2.218  2.623  3.563  -0.059
C  -3.557  2.955  3.479  -0.076
C  -4.153  3.059  2.231  -0.072
C  -3.408  2.805  1.093  -0.092
C  -2.064  2.424  1.150  -0.303
P  -1.177  2.099  -0.448  1.100
C  -1.236  3.818  -1.112  -0.337
C  -0.086  4.583  -0.915  -0.088
C  -0.031  5.899  -1.352  -0.081
C  -1.116  6.463  -2.006  -0.104
C  -2.259  5.705  -2.222  -0.096
C  -2.319  4.392  -1.777  -0.102
C  -2.456  1.259  -1.451  -0.365
C  -3.431  0.402  -0.945  -0.111
C  -4.272  -0.293  -1.803  -0.086
C  -4.152  -0.148  -3.178  -0.106
C  -3.175  0.692  -3.693  -0.096
C  -2.334  1.384  -2.836  -0.119
H  -1.722  2.584  4.523  0.110
H  -4.121  3.152  4.382  0.101
H  -5.194  3.343  2.138  0.101
H  -3.883  2.896  0.125  0.097
H  0.773  4.137  -0.426  0.046
H  0.870  6.477  -1.189  0.102
H  -1.070  7.488  -2.355  0.094
H  -3.108  6.135  -2.740  0.095
H  -3.212  3.808  -1.960  0.097
H  -3.510  0.247  0.121  0.081
H  -5.016  -0.961  -1.389  0.098
H  -4.810  -0.692  -3.844  0.091
H  -3.057  0.803  -4.764  0.098
H  -1.568  2.027  -3.251  0.101
C  2.387  -3.550  -1.008  -0.045
N  0.934  -3.776  -1.211  -0.166
C  0.682  -4.460  -2.497  -0.019
C  0.126  -2.492  -0.989  -0.122
C  0.420  -1.388  -1.959  -0.265
C  -0.016  -1.554  -3.281  -0.084
C  0.219  -0.589  -4.239  -0.109
C  0.829  0.595  -3.845  -0.103
C  1.171  0.792  -2.519  -0.201
C  1.021  -0.192  -1.520  -0.253
H  2.906  -4.506  -1.050  0.100
H  2.527  -3.068  -0.043  0.039
H  2.746  -2.876  -1.782  0.070
H  0.606  -4.391  -0.468  0.178
H  1.038  -3.822  -3.300  0.092
H  -0.385  -4.637  -2.611  0.104
H  1.223  -5.405  -2.503  0.097
H  0.355  -2.207  0.030  0.050
H  -0.919  -2.807  -1.008  0.120
H  -0.584  -2.438  -3.557  0.095
H  -0.111  -0.735  -5.260  0.095
H  1.002  1.384  -4.568  0.103
H  1.566  1.761  -2.238  0.018
N  -1.703  -1.580  1.189  -0.041
C  -1.177  -0.593  0.859  -0.291
C  4.587  -4.622  1.964  -0.076
C  4.624  -3.157  2.334  -0.300
O  3.482  -2.868  3.164  -0.269
P  2.654  -1.517  2.954  0.116
O  1.923  -1.543  1.600  -0.571
Te  3.886  0.488  2.978  0.591
O  1.589  -1.649  4.111  -0.273
C  0.374  -2.399  3.867  -0.273
C  -0.239  -2.719  5.207  -0.072
H  5.410  -4.855  1.286  0.078
H  3.648  -4.868  1.468  0.058
H  4.677  -5.251  2.850  0.074
H  4.626  -2.509  1.454  0.031
H  5.515  -2.926  2.921  0.117
H  0.612  -3.311  3.312  0.111
H  -0.280  -1.788  3.246  0.070
H  0.438  -3.322  5.814  0.074
H  -1.169  -3.271  5.061  0.076
H  -0.466  -1.800  5.747  0.079

- Total charge: -1
- HOMO: -0.1559 hartree
- LUMO level: 1.8 eV
- Multiplicity: 1

[2]
DFT (ωB97M-V with the def2-TZVPD basis set) results for a structure of composition C32H37N7O14P2STeTi.

Each line ends with the Löwdin spin population.
Geometry (Å):
Ti  0.129  0.243  2.045  0.032
N  3.989  0.760  3.099  0.000
C  3.175  -0.287  3.855  0.000
C  4.014  -0.929  4.942  0.000
P  2.674  -1.473  2.528  0.000
O  4.159  -1.602  1.861  0.000
O  2.171  -2.759  3.014  0.000
O  1.884  -0.589  1.559  0.000
P  1.792  0.809  4.500  0.000
O  0.561  -0.209  4.641  0.001
O  2.246  1.480  5.727  0.000
O  1.492  1.615  3.237  0.003
H  4.577  0.309  2.393  0.000
H  4.550  1.315  3.744  0.000
H  3.277  1.376  2.650  0.000
H  4.949  -1.325  4.541  0.000
H  3.452  -1.765  5.357  0.000
H  4.214  -0.216  5.743  0.000
H  4.174  -2.272  1.167  0.000
H  -0.242  0.231  4.982  0.000
C  -0.212  0.219  -8.787  0.000
C  -0.334  0.155  -7.288  0.000
C  -1.183  -0.754  -6.675  0.000
C  -1.328  -0.809  -5.291  0.000
C  -2.280  -1.835  -4.724  0.000
C  -0.592  0.071  -4.481  0.000
Te  -0.810  -0.072  -2.343  0.001
N  -0.801  -0.644  0.538  0.000
C  -0.894  -1.685  1.282  0.002
O  -0.600  -1.491  2.579  0.000
C  -1.231  -3.066  0.869  0.000
C  -0.777  -4.137  1.632  0.000
C  -1.070  -5.434  1.236  0.000
C  -1.825  -5.657  0.091  0.000
C  -2.287  -4.583  -0.662  0.000
C  -1.988  -3.287  -0.277  0.000
C  1.261  -0.395  -2.000  0.000
C  2.020  0.676  -1.541  0.000
C  3.370  0.524  -1.250  0.000
C  3.971  -0.712  -1.421  0.000
C  3.219  -1.783  -1.883  0.000
C  1.863  -1.647  -2.180  0.000
C  1.100  -2.831  -2.701  0.000
C  0.259  1.007  -5.091  0.000
C  1.076  1.987  -4.293  0.000
C  0.376  1.029  -6.478  0.000
H  -0.583  -0.695  -9.252  0.000
H  0.825  0.361  -9.094  0.000
H  -0.789  1.055  -9.192  0.000
H  -1.756  -1.441  -7.291  0.000
H  -2.859  -2.293  -5.527  0.000
H  -2.976  -1.400  -4.009  0.000
H  -1.743  -2.625  -4.194  0.000
H  -0.174  -3.935  2.509  0.000
H  -0.709  -6.272  1.819  0.000
H  -2.058  -6.670  -0.213  0.000
H  -2.884  -4.758  -1.548  0.000
H  -2.339  -2.435  -0.843  0.000
H  1.544  1.636  -1.400  0.000
H  3.944  1.374  -0.900  0.000
H  5.026  -0.845  -1.207  0.000
H  3.692  -2.748  -2.036  0.000
H  1.744  -3.709  -2.769  0.000
H  0.695  -2.620  -3.694  0.000
H  0.256  -3.066  -2.052  0.000
H  0.525  2.345  -3.422  0.000
H  1.357  2.842  -4.909  0.000
H  1.992  1.522  -3.923  0.000
H  1.042  1.755  -6.937  0.000
N  -3.574  -0.602  3.151  0.000
C  -4.190  -0.150  2.043  0.000
N  -4.373  1.192  1.981  0.000
S  -4.751  -1.162  0.838  0.000
H  -3.038  0.024  3.737  0.000
H  -3.233  -1.548  3.118  0.000
H  -3.852  1.808  2.584  0.000
H  -4.694  1.554  1.101  0.000
O  -2.969  7.195  3.662  -0.001
N  -2.425  6.705  2.690  -0.002
O  -2.188  7.307  1.661  -0.007
C  -2.037  5.291  2.760  0.005
C  -2.216  4.624  3.944  0.085
C  -1.872  3.273  3.990  0.004
C  -1.372  2.584  2.869  0.023
O  -1.217  1.297  2.852  0.010
C  -1.094  3.365  1.704  0.003
C  -1.474  4.695  1.638  0.097
N  -0.451  2.796  0.608  0.299
O  0.340  1.746  0.789  0.087
O  -0.362  3.432  -0.464  0.347
N  -2.050  2.602  5.274  0.000
O  -2.384  3.282  6.221  -0.005
O  -1.914  1.383  5.349  0.001
H  -2.610  5.121  4.815  0.005
H  -1.311  5.249  0.727  0.008

- Total charge: -1
- HOMO (spin up / spin down): -0.1747 / -0.1868 hartree
- LUMO level (spin up / spin down): 1.2 / 1.2 eV
- Expectation value of S²: 0.772
- Multiplicity: 2

[3]
DFT (ωB97M-V with the def2-TZVPD basis set) results for a structure of composition C32H37N7O3Ti.

Each line ends with the Löwdin spin population.
Geometry (Å):
Ti  0.072  0.126  -0.136  0.089
C  1.672  4.571  -3.517  0.000
O  1.442  3.499  -2.609  0.000
C  2.524  3.003  -1.956  0.000
C  3.832  3.413  -2.147  0.002
C  4.877  2.857  -1.401  0.000
C  4.618  1.899  -0.449  0.002
C  3.300  1.459  -0.254  0.002
C  3.013  0.543  0.824  0.008
N  1.841  0.070  1.048  -0.003
N  1.693  -0.663  2.223  0.001
C  0.429  -0.675  2.498  -0.002
O  -0.418  -0.003  1.724  0.021
C  -0.094  -1.440  3.639  0.000
C  -1.443  -1.364  3.964  0.000
C  -1.941  -2.095  5.032  0.000
C  -1.090  -2.899  5.774  0.000
C  0.261  -2.971  5.453  0.000
C  0.763  -2.244  4.390  0.000
C  2.262  1.985  -1.022  0.003
O  1.010  1.552  -0.854  0.001
H  2.131  5.418  -3.005  0.000
H  0.694  4.856  -3.895  0.000
H  2.303  4.252  -4.348  0.000
H  4.059  4.179  -2.875  0.000
H  5.886  3.202  -1.570  0.000
H  5.415  1.486  0.153  0.000
H  3.793  0.295  1.541  0.000
H  -2.100  -0.737  3.379  0.000
H  -2.992  -2.041  5.284  0.000
H  -1.474  -3.470  6.609  0.000
H  0.922  -3.600  6.034  0.000
H  1.811  -2.298  4.131  0.000
C  -4.385  -3.402  1.112  0.036
C  -4.139  -2.036  1.120  -0.005
C  -2.889  -1.562  0.755  0.029
C  -1.879  -2.437  0.381  0.000
C  -2.125  -3.808  0.360  0.033
C  -3.376  -4.276  0.733  -0.004
N  -0.628  -1.905  -0.045  0.262
N  0.313  -2.815  -0.143  0.246
C  1.374  -2.356  -0.852  0.044
C  2.496  -3.190  -1.014  0.034
C  3.493  -2.779  -1.853  0.035
C  3.372  -1.544  -2.523  0.048
C  2.293  -0.750  -2.251  0.023
N  1.307  -1.117  -1.396  0.067
H  -5.357  -3.784  1.395  0.002
H  -4.913  -1.341  1.420  -0.001
H  -2.679  -0.506  0.792  0.002
H  -1.348  -4.493  0.061  0.003
H  -3.566  -5.341  0.721  -0.001
H  2.516  -4.136  -0.494  0.000
H  4.361  -3.404  -2.015  0.001
H  4.118  -1.209  -3.227  0.002
H  2.180  0.218  -2.716  0.000
C  -2.039  -0.899  -2.457  0.004
N  -1.416  0.364  -2.002  0.007
C  -0.663  0.891  -3.164  0.000
C  -2.492  1.321  -1.654  0.001
C  -1.925  2.529  -0.949  0.000
N  -1.344  2.127  0.345  0.004
C  -0.444  3.186  0.848  0.000
C  -2.420  1.989  1.344  0.000
H  -2.583  -0.722  -3.390  0.000
H  -2.731  -1.267  -1.704  0.001
H  -1.262  -1.641  -2.627  0.002
H  -1.366  1.099  -3.978  0.000
H  0.032  0.126  -3.503  0.000
H  -0.112  1.788  -2.914  0.000
H  -3.204  0.798  -1.014  0.000
H  -3.034  1.609  -2.563  0.000
H  -2.705  3.287  -0.803  0.000
H  -1.131  2.989  -1.539  0.000
H  -1.033  4.062  1.139  0.000
H  0.266  3.471  0.080  0.000
H  0.089  2.819  1.725  0.000
H  -2.899  2.961  1.504  0.000
H  -2.007  1.628  2.282  0.000
H  -3.186  1.295  1.009  0.000

- Total charge: +1
- HOMO (spin up / spin down): -0.3451 / -0.3975 hartree
- LUMO level (spin up / spin down): -3.5 / -3.7 eV
- Expectation value of S²: 0.764
- Multiplicity: 2

Here are the calculated energy numbers, same order: -4792.513965; -4876.883850; -2699.968798 (a.u.).
Here are the calculated max |F| numbers, same order: 0.0144; 0.0418; 0.0171 (Eh/bohr).